# 1
ClH2NP2 | wB97M-V/def2-TZVPD

```
6
Properties=species:S:1:pos:R:3:lowdin_charge:R:1
N -1.8704 0.0016 0.0752 -0.388
P -0.5907 0.1691 -0.8582 0.499
P 0.9897 0.2990 0.6613 0.122
Cl 2.6966 0.4996 -0.4186 0.000
H -2.7006 0.0520 -0.4306 -0.096
H 1.4755 -1.0213 0.9710 -0.136
```

2S+1: 1
largest force on an atom: 0.0642 hartree/bohr
calculated total energy: -32621.6589 eV
HOMO: -8.9 eV
orbital gap: 7.94 eV
SMILES: N=P#[PH]Cl

=====

# 2
C43H44As2BN9SeY | wB97M-V/def2-TZVPD

```
101
Properties=species:S:1:pos:R:3:lowdin_charge:R:1
Y 0.0726 5.6874 24.0971 1.467
C -0.4695 2.4036 26.0097 -0.010
C 0.5507 2.3595 24.9317 -0.379
C 1.3688 1.3198 24.5328 0.026
C 2.2100 1.8607 23.5748 0.019
N 1.8591 3.1643 23.4637 0.033
N 0.8010 3.4583 24.2932 -0.034
B 2.5469 4.1182 22.5137 -0.689
N 1.5579 4.6064 21.4019 0.023
C 1.3781 4.1565 20.1587 -0.004
C 0.2194 4.7685 19.6522 0.010
C -0.2462 5.5831 20.7062 -0.341
C -1.4706 6.4909 20.4749 -0.001
N 0.5517 5.4615 21.7450 -0.028
N 2.9095 5.4528 23.3300 -0.020
C 4.0720 6.1383 23.1215 -0.057
C 4.2512 7.0916 24.0828 0.021
C 3.1455 6.8833 24.9688 -0.259
C 2.8190 7.5323 26.3382 -0.024
N 2.3309 5.8907 24.4704 -0.068
N 3.8284 3.5160 22.0489 -0.055
C 4.8517 3.1992 22.9435 -0.077
C 5.6174 2.2273 22.3692 -0.005
C 4.9881 1.9900 21.1010 -0.287
C 5.4739 1.0241 20.0138 -0.023
N 3.9173 2.7962 20.9233 0.117
H -0.2369 1.9389 26.9855 0.105
H -0.6545 3.5235 26.1993 0.067
H -1.4318 1.9884 25.6828 0.083
H 1.2738 0.3289 24.9469 0.122
H 3.0248 1.3925 23.0134 0.138
H 2.1752 3.5937 19.7095 0.111
H -0.2935 4.7075 18.7370 0.101
H -2.2067 5.8470 19.9492 0.099
H -1.9538 6.7587 21.4265 0.012
H -1.0619 7.3225 19.9971 0.077
H 4.6196 5.8699 22.2296 0.140
H 5.1588 7.7231 24.1761 0.135
H 2.5350 8.5882 26.2284 0.042
H 2.1296 6.8979 26.8230 0.046
H 3.7225 7.4611 26.9908 0.101
H 4.8818 3.6668 23.9003 0.124
H 6.6074 1.9388 22.7506 0.124
H 5.1817 0.0069 20.2176 0.070
H 5.1627 1.3110 19.0344 0.062
H 6.5741 0.9972 19.9457 0.086
C -4.4266 6.3699 24.0252 -0.436
C -4.1533 7.7207 24.6315 -0.378
As -3.1220 8.7494 23.3344 1.439
C -2.6845 10.3813 24.1636 -0.425
C -2.1448 11.3735 23.3535 -0.169
C -1.8905 12.6030 23.9154 -0.080
C -2.0114 12.8670 25.2748 -0.022
C -2.2238 11.7483 26.1009 -0.044
C -2.5891 10.5027 25.5599 -0.099
C -4.1996 8.9823 21.7854 -0.346
C -4.7587 10.2200 21.3781 -0.083
C -5.6066 10.2063 20.3171 -0.034
C -5.9678 8.9392 19.6917 -0.012
C -5.3143 7.7795 20.0450 -0.077
C -4.3686 7.8077 21.0366 -0.155
As -2.9663 5.0149 24.1047 1.254
C -3.4460 3.9707 22.5813 -0.438
C -4.7642 3.9193 22.1776 -0.112
C -5.1002 3.3797 20.9103 -0.028
C -4.0528 2.8799 20.1431 -0.059
C -2.7366 2.8449 20.5788 -0.083
C -2.4712 3.3026 21.8249 -0.133
C -3.5331 4.0180 25.7523 -0.371
C -3.1886 4.4667 27.0901 -0.107
C -3.6758 3.8015 28.2344 -0.064
C -4.4944 2.7355 28.0259 -0.080
C -4.7897 2.3014 26.7727 -0.078
C -4.3602 2.9037 25.6237 -0.113
H -4.9105 6.4906 22.9909 0.072
H -5.2068 5.9908 24.6785 0.078
H -3.3972 7.7441 25.4326 0.051
H -5.0082 8.3148 24.9208 0.099
H -2.1117 11.2897 22.2810 0.109
H -1.5623 13.4421 23.2623 0.136
H -1.8320 13.7672 25.8349 0.120
H -2.2079 11.7728 27.1991 0.124
H -3.0072 9.7679 26.2086 0.093
H -4.4683 11.1692 21.8249 0.109
H -6.1978 11.0671 20.0919 0.110
H -6.6875 8.8707 18.8267 0.137
H -5.3887 6.8912 19.4332 0.117
H -3.8449 6.8984 21.2863 0.051
H -5.6021 4.4248 22.6998 0.117
H -6.0706 3.4137 20.5303 0.094
H -4.2301 2.4074 19.2132 0.103
H -2.0200 2.3053 19.9116 0.139
H -1.4315 3.2082 22.1115 0.091
H -2.5736 5.3428 27.2465 0.086
H -3.2807 4.1773 29.1990 0.129
H -4.8547 2.2144 28.8744 0.112
H -5.4101 1.4240 26.6215 0.123
H -4.4997 2.5373 24.6200 0.095
Se 0.9118 10.1620 24.3000 0.788
C 0.0279 8.7373 24.6242 -1.016
N -0.4562 7.7064 24.9207 -0.131
```

2S+1: 2
largest force on an atom: 0.0720 hartree/bohr
calculated total energy: -247447.2391 eV
⟨S²⟩: 0.761
HOMO (spin up / spin down): -13.0 / -13.0 eV
charge: +2
orbital gap (spin up / spin down): 8.03 / 4.95 eV

=====

# 3
C11H15OPS | wB97M-V/def2-TZVPD

```
29
Properties=species:S:1:pos:R:3:lowdin_charge:R:1
C -0.5598 3.4334 0.8742 -0.158
C -0.7753 2.1601 0.2741 -0.099
C 0.5217 4.1076 0.2932 -0.421
C 0.2033 1.7694 -0.6943 -0.593
C -0.1466 -1.2401 0.8454 -0.156
C -1.0005 -0.9718 -0.1259 -0.414
C 0.2380 0.7022 -1.5458 -0.104
C -0.5410 -0.5832 -1.4438 -0.403
C -2.4600 -1.2072 0.0170 -0.051
C 0.2484 -1.6992 -2.1001 -0.071
C 2.3297 -2.0515 1.8940 -0.249
O 1.6210 0.5476 1.6787 -0.376
P 1.6089 -0.6944 0.8744 0.765
S 1.2689 3.1220 -0.8366 1.020
H -1.1073 3.7713 1.7011 0.079
H -1.4531 1.3538 0.5838 0.102
H 0.9767 5.1244 0.4078 0.082
H -0.4929 -1.6453 1.7210 0.051
H 1.1120 0.9243 -2.1684 0.101
H -1.5634 -0.3012 -1.9856 0.182
H -2.7796 -1.9794 -0.6537 0.078
H -3.0680 -0.2622 -0.2508 0.114
H -2.7438 -1.3168 1.0675 0.085
H -0.4823 -2.5553 -1.9946 0.096
H 1.1723 -2.0467 -1.5288 0.084
H 0.4628 -1.5019 -3.1786 0.094
H 1.4178 -2.4073 2.5526 0.076
H 2.7402 -2.8966 1.2986 0.030
H 3.2520 -1.6559 2.4232 0.055
```

2S+1: 1
largest force on an atom: 0.0813 hartree/bohr
calculated total energy: -33818.0182 eV
HOMO (spin up / spin down): -6.7 / -8.2 eV
orbital gap (spin up / spin down): 5.61 / 7.87 eV

=====

# 4
C2H8N4O3S | wB97M-V/def2-TZVPD

```
18
Properties=species:S:1:pos:R:3:lowdin_charge:R:1
C 0.7443 0.2514 -1.1669 -0.556
C 0.4950 0.0713 1.3103 -0.109
N 0.8100 1.4845 -1.1951 0.152
N 0.5098 -0.4254 -2.4340 0.080
N 0.8635 -0.5950 -0.0781 -0.152
N 0.3240 -1.8893 -0.2168 0.023
O -1.2026 1.7874 0.7132 -0.300
O -1.9744 -0.4988 0.3864 -0.241
O -1.8189 0.3867 2.6852 -0.169
S -1.2383 0.4153 1.1545 0.610
H 0.8909 1.0538 1.3674 0.083
H 0.6862 -0.6626 2.0532 0.098
H 0.9311 2.0852 -0.4191 0.034
H 0.3912 0.3889 -3.0133 0.067
H 1.2959 -1.0003 -2.8415 0.107
H -1.8352 1.2812 3.0916 0.106
H -0.7173 -1.9387 -0.3478 0.086
H 0.8452 -2.1957 -1.0495 0.081
```

2S+1: 1
largest force on an atom: 0.0859 hartree/bohr
calculated total energy: -25139.4119 eV
HOMO: -8.8 eV
orbital gap: 9.13 eV
SMILES: [H]/N=C(/N)N(N)CS(=O)(=O)O

=====

# 5
C5H6 | wB97M-V/def2-TZVPD

```
11
Properties=species:S:1:pos:R:3:lowdin_charge:R:1
C 0.6148 -0.0339 -0.8048 -0.172
C -0.2691 1.1055 -0.7772 -0.217
C -1.0535 1.6477 0.1267 0.011
C 0.5830 -1.9118 0.9991 -0.001
C 0.7628 -0.9284 0.1716 -0.086
H 1.3944 -0.0003 -1.5665 0.104
H -0.4621 0.8882 -1.9053 0.132
H -1.8211 2.3633 -0.1321 0.053
H -0.7920 1.5819 1.1760 0.063
H -0.0396 -2.7623 0.7550 0.061
H 1.0824 -1.9499 1.9574 0.053
```

2S+1: 1
largest force on an atom: 0.0950 hartree/bohr
calculated total energy: -5278.6247 eV
HOMO: -8.9 eV
orbital gap: 9.78 eV
SMILES: C=C=CC=C

=====

# 6
ClH8O4Zn | wB97M-V/def2-TZVPD

```
14
Properties=species:S:1:pos:R:3:lowdin_charge:R:1
Zn -1.6735 -3.1607 -0.2548 1.064
Cl -0.3719 -1.4146 0.1745 0.190
O -1.6209 1.4470 -1.2964 -0.063
H -1.2925 0.8335 -0.6331 -0.057
H -1.0146 1.3468 -2.0452 0.026
O 0.9095 -0.0617 -2.6599 -0.060
H 1.0258 -0.3904 -1.7604 -0.038
H 1.3393 -0.7116 -3.2294 0.050
O 2.2036 0.6255 0.9396 -0.053
H 1.7057 -0.1945 0.9740 -0.058
H 2.9258 0.5078 1.5704 0.055
O -1.2477 0.7448 2.8321 -0.052
H -2.1353 0.3950 2.9766 0.039
H -0.7534 0.0332 2.4118 -0.042
```

2S+1: 1
largest force on an atom: 0.0435 hartree/bohr
calculated total energy: -69250.2855 eV
HOMO: -13.8 eV
charge: +1
orbital gap: 3.88 eV